[1]
Entry from the OMol25 dataset: an isolated molecule of C3H5FN2 at a distorted geometry (ωB97M-V with the def2-TZVPD basis set).

Each line ends with the Mulliken charge.
Cartesian coordinates (Å):
C: 1.278 -0.793 0.527  -0.03
C: 0.363 0.152 -0.201  -0.46
C: -1.100 -0.174 0.289  -0.27
N: 0.804 -1.609 1.351  -0.37
N: -1.052 -1.116 1.448  -0.18
F: -1.107 -0.415 2.690  -0.18
H: 2.289 -1.056 0.193  0.38
H: 0.818 1.265 0.107  0.25
H: 0.546 0.010 -1.315  0.31
H: -1.480 0.855 0.502  0.24
H: -1.901 -0.635 -0.353  0.31

- Kohn-Sham gap (eV) = 10.29
- charge = 0
- highest occupied orbital energy (eV) = -9.6
- relative energy (zero: lowest compared OMol25 entry of this formula, charge and spin) (eV) = 4.5882
- energy (eV) = -8884.557

---

[2]
Entry from the OMol25 dataset: an isolated molecule of C3H5FN2 at a distorted geometry (ωB97M-V with the def2-TZVPD basis set).

Each line ends with the Mulliken spin population.
Cartesian coordinates (Å):
C: 0.549 1.949 -0.209  0.74
C: -0.740 0.061 0.314  0.17
C: 0.672 -0.879 -0.263  -0.07
N: -0.385 1.342 0.232  0.19
N: 1.651 -0.071 -0.667  0.82
F: 2.506 0.325 0.490  0.03
H: 1.028 2.932 -0.279  0.08
H: -1.752 -0.226 -0.192  0.00
H: -0.690 -0.318 1.301  0.00
H: 0.888 -1.541 0.580  0.02
H: 0.261 -1.428 -1.057  0.02

- Kohn-Sham gap (alpha / beta) (eV) = 6.89 / 8.75
- charge = 0
- highest occupied orbital energy (alpha / beta) (eV) = -5.9 / -10.3
- relative energy (zero: lowest compared OMol25 entry of this formula, charge and spin) (eV) = 3.1610
- energy (eV) = -8881.601
- ⟨S²⟩ = 2.01
- multiplicity = 3